1.
# C21H55F6N4O11S2Sr

C21H55F6N4O11S2Sr as an isolated structure (ωB97M-V/def2-TZVPD, OMol25).

Last column: Löwdin spin population.
CARTESIAN COORDINATES (ANGSTROEM)
O (-1.32, -2.33, -1.00)  0.000
C (-1.56, 2.40, -5.70)  0.000
O (2.57, -1.36, 0.54)  0.000
O (-1.09, 0.29, -1.77)  0.000
F (-0.52, 2.82, 0.19)  0.000
H (2.85, 1.87, -0.04)  0.000
C (2.99, -2.73, 0.77)  0.000
H (1.42, 2.00, -0.79)  0.000
C (1.59, 5.72, -3.09)  0.114
H (-2.26, 0.09, 5.55)  0.000
H (2.22, 0.22, -3.21)  0.000
H (2.35, 3.41, 3.38)  0.000
C (-1.41, 0.77, 5.67)  0.000
N (-0.08, -0.38, 4.25)  0.000
O (-3.12, 0.03, -0.38)  0.000
H (1.55, 1.67, -2.63)  0.000
H (3.31, -1.46, -1.45)  0.000
H (1.24, 4.74, -3.40)  0.002
S (-1.72, 0.45, -0.46)  0.000
H (1.08, 2.06, 5.04)  0.000
H (1.24, -0.31, -1.07)  0.000
S (-1.03, -1.87, 0.37)  0.000
H (2.75, -3.09, 1.77)  0.000
O (1.44, -3.14, 5.15)  0.000
H (1.98, -2.48, 4.71)  0.000
H (-5.75, -5.90, 2.52)  0.000
O (-7.20, -5.17, 1.27)  0.000
C (3.17, -0.77, -0.62)  0.000
C (0.28, 2.08, 4.31)  0.000
C (-1.09, 1.46, -4.61)  0.000
H (1.27, 4.62, -0.77)  0.000
H (-0.30, 2.97, 4.58)  0.000
N (2.99, 5.94, -5.19)  0.630
H (0.94, -3.79, 3.41)  0.000
C (-0.75, 0.90, 4.40)  0.000
H (-2.60, -7.93, -1.54)  0.000
N (1.97, 1.40, -0.19)  0.000
H (2.58, -3.45, 0.05)  0.000
C (1.48, -4.21, 4.27)  0.000
H (-0.49, 0.77, -5.20)  0.000
H (0.66, -6.33, 4.16)  0.000
H (0.26, 7.61, -4.49)  0.002
H (3.79, 5.59, -4.69)  0.028
C (-1.19, -6.42, -0.83)  0.000
C (2.37, 0.98, -2.44)  0.000
N (-0.88, -0.11, 0.70)  0.000
H (1.83, 3.55, 1.75)  0.000
O (0.74, 2.14, 2.96)  0.000
F (-2.49, 2.61, 0.83)  0.000
H (-1.05, -8.49, -1.07)  0.000
O (0.15, -2.48, 0.92)  0.000
H (0.84, 4.21, 3.04)  0.000
F (-2.31, -3.89, 1.46)  0.000
C (2.05, 6.65, -4.28)  0.080
C (-1.67, 2.40, -0.21)  0.000
H (-0.28, 1.88, -4.02)  0.000
O (-1.97, -5.34, -1.37)  0.000
H (-1.93, 1.69, 5.96)  0.000
H (-1.27, -6.54, 0.25)  0.000
C (0.76, -5.51, 4.86)  0.000
H (4.06, -2.86, 0.61)  0.000
C (0.91, 7.04, -5.15)  0.021
H (-0.15, -6.20, -1.09)  0.000
H (0.20, -0.81, 5.12)  0.000
H (-1.74, -4.50, -0.97)  0.000
C (-5.92, -5.11, 1.79)  0.000
F (-1.98, 2.95, -1.42)  0.000
H (-0.82, 0.41, 6.51)  0.000
H (2.51, -4.42, 3.98)  0.000
H (2.84, 4.70, -0.29)  0.001
Sr (1.20, 0.07, 1.89)  0.000
H (2.38, 7.61, -3.88)  0.000
O (-0.43, 3.05, -6.21)  0.000
H (-5.50, -4.14, 2.07)  0.000
H (0.35, 6.16, -5.45)  0.000
C (2.27, 4.49, -1.20)  0.007
H (-0.30, -5.33, 5.03)  0.000
C (1.45, 3.36, 2.75)  0.000
H (-0.82, -1.00, 3.93)  0.000
H (1.20, 7.73, -5.95)  0.001
H (4.12, -0.31, -0.36)  0.000
F (-3.59, -2.11, 1.08)  0.000
H (-1.54, 0.93, 3.65)  0.000
C (2.16, 0.27, -1.06)  0.000
H (-7.63, -4.34, 1.51)  0.000
H (-1.84, 0.86, -4.10)  0.000
C (-2.38, -2.55, 1.49)  0.000
H (-5.23, -5.47, 1.03)  0.000
H (-0.69, 3.91, -6.55)  0.000
C (-1.54, -7.70, -1.64)  0.000
F (-2.21, -2.15, 2.73)  0.000
H (-2.25, 3.13, -5.28)  0.000
H (2.53, 3.50, -1.54)  0.001
H (3.39, 1.36, -2.40)  0.000
H (-1.30, -7.71, -2.70)  0.000
H (1.25, -5.92, 5.75)  0.000
O (2.57, 5.47, -2.12)  0.060
H (2.50, 5.06, -5.16)  0.016
H (0.77, 6.16, -2.53)  0.035
H (-2.19, 1.87, -6.42)  0.000

As for the net charge: +2. The value obtained for the LUMO energy (spin up / spin down) is -5.09 / -11.26 eV. Its highest occupied orbital energy (spin up / spin down) is -12.5 / -12.5 eV. The spin multiplicity is 2. The orbital gap (spin up / spin down) comes out at 7.4 / 1.2 eV.


2.
# C30H91N15O6P5Y

C30H91N15O6P5Y as an isolated structure (ωB97M-V/def2-TZVPD, OMol25).

Last column: Mulliken charge in e.
CARTESIAN COORDINATES (ANGSTROEM)
H (-4.70, -4.95, -4.08)  0.282
N (6.16, -8.54, 1.11)  0.229
O (-4.91, -2.27, -3.91)  -0.855
C (2.05, -8.27, 0.67)  -1.006
H (-9.30, -1.72, -3.48)  0.220
H (-6.89, -0.89, -6.08)  0.274
H (3.22, 5.46, -4.99)  0.346
H (-4.51, 10.17, 1.35)  0.321
H (-5.72, -6.25, -3.32)  0.363
H (-5.45, 7.34, -1.62)  0.238
H (-9.03, -3.43, -3.74)  0.212
H (-5.82, 6.88, 0.09)  0.308
H (-4.60, -1.76, -0.80)  0.274
H (-5.70, 8.98, 1.96)  0.276
H (7.44, 4.58, -7.91)  0.387
N (-1.61, 0.28, 7.40)  0.227
C (6.91, -8.74, -0.17)  -1.072
H (7.06, 1.64, -3.35)  0.432
H (4.46, 5.85, -6.12)  0.283
C (6.06, 0.41, -5.54)  -1.114
N (-2.60, 8.59, -1.45)  0.281
H (5.89, -10.80, 4.09)  0.329
C (4.30, 5.53, -5.09)  -1.083
C (-5.67, -1.96, -0.69)  -0.975
C (6.76, -7.62, 2.09)  -0.952
H (1.57, -8.04, 1.62)  0.371
H (-2.00, 2.21, 7.92)  0.335
H (-6.05, -1.48, 0.20)  0.401
P (4.61, -9.31, 1.22)  0.300
N (-6.48, -4.29, -2.98)  0.235
H (5.20, -11.70, 2.79)  0.320
N (-3.08, 6.48, 0.31)  0.231
O (4.47, -10.45, 0.37)  -0.730
C (-7.39, -4.71, -1.93)  -1.208
H (4.26, 3.99, -8.55)  0.314
H (-1.14, 5.71, 0.48)  0.387
C (7.19, 2.18, -4.29)  -1.249
C (-5.71, -5.28, -3.81)  -1.015
C (-3.13, 7.82, -2.61)  -1.178
N (-4.70, 8.58, 0.10)  0.184
H (-8.04, -2.10, -6.55)  0.374
H (4.82, 2.27, -8.61)  0.266
H (-2.53, -1.15, 6.03)  0.301
H (8.07, 1.75, -4.77)  0.405
C (-5.32, 9.50, 1.08)  -0.915
H (7.24, 3.23, -4.01)  0.422
H (6.24, -9.02, -0.98)  0.340
H (1.17, -2.72, 8.52)  0.366
H (3.91, -9.06, 4.95)  0.445
H (7.30, -7.79, -0.53)  0.402
N (6.08, 1.82, -5.09)  0.195
H (-6.18, 0.27, -2.66)  0.318
N (0.93, -0.94, 7.45)  0.231
H (0.21, 3.31, 6.85)  0.408
H (-2.41, 10.69, -1.72)  0.305
C (1.77, -1.87, 8.21)  -1.064
N (0.70, 1.67, 8.02)  0.217
H (3.94, -7.82, 3.75)  0.216
O (-2.23, 8.79, 1.23)  -0.794
P (-2.99, 8.19, 0.15)  0.471
H (-8.21, -5.33, -2.28)  0.378
H (6.10, -6.87, 2.53)  0.331
H (-6.38, -2.62, -6.28)  0.275
O (-0.30, -0.21, 9.70)  -0.809
H (1.94, -9.35, 0.52)  0.291
H (-9.52, -2.43, -5.11)  0.389
C (5.10, 3.31, -8.43)  -0.998
H (2.42, 1.37, 9.14)  0.296
H (-5.88, -3.01, -0.47)  0.300
H (1.70, -1.89, 5.82)  0.392
N (-7.49, -2.24, -4.51)  0.156
N (4.53, -9.68, 2.97)  0.301
C (0.92, -1.15, 6.01)  -0.803
H (7.73, -7.22, 1.79)  0.333
H (-1.51, 6.01, -1.15)  0.377
H (4.61, 6.44, -4.58)  0.358
H (-4.25, 6.60, 2.05)  0.276
H (-1.45, 9.70, -2.75)  0.384
C (4.85, 4.10, -3.27)  -1.188
C (-3.46, 5.97, 1.65)  -1.040
H (0.10, 1.78, 5.92)  0.385
C (1.64, 2.11, 8.97)  -1.013
P (4.93, 2.95, -5.72)  0.415
C (4.96, -10.96, 3.55)  -1.043
N (4.93, 4.31, -4.65)  0.376
H (5.40, 4.92, -2.81)  0.365
H (-7.78, -3.83, -1.43)  0.429
H (-1.70, -1.84, 7.38)  0.384
C (-1.97, 5.67, -0.23)  -1.173
H (2.71, -2.19, 7.78)  0.421
P (-0.09, 0.15, 8.27)  0.473
H (-2.41, 7.71, -3.42)  0.411
C (-8.92, -2.45, -4.20)  -0.778
H (5.06, -0.01, -5.51)  0.329
H (7.44, 4.51, -6.22)  0.240
P (-6.23, -2.59, -3.32)  0.509
N (5.76, 3.48, -7.18)  0.209
C (6.76, 4.61, -7.06)  -0.914
H (2.18, 3.02, 8.69)  0.420
H (1.68, -7.71, -0.19)  0.325
C (3.70, -8.88, 3.89)  -0.924
H (-3.25, -1.05, 7.59)  0.345
H (7.75, -9.40, 0.04)  0.326
H (-2.97, 1.66, 6.56)  0.336
C (3.79, -6.56, 1.10)  -0.901
H (-4.07, 8.29, -2.90)  0.343
Y (-0.45, -0.20, -4.80)  1.091
H (-7.24, 0.30, -1.17)  0.373
C (-2.29, -0.97, 7.08)  -1.154
O (0.65, -0.22, -1.19)  -0.670
H (4.83, -6.29, 0.94)  0.268
H (3.12, -5.92, 0.52)  0.339
C (0.63, 2.31, 6.71)  -1.149
H (6.67, -0.22, -4.91)  0.417
H (3.70, -6.39, 2.18)  0.290
H (1.33, -0.05, -0.51)  0.239
H (4.22, -11.35, 4.26)  0.402
H (-2.60, 6.04, 2.31)  0.391
C (-5.68, 7.70, -0.62)  -0.881
H (5.75, 3.54, -9.27)  0.380
H (2.63, -9.01, 3.72)  0.264
C (-6.92, -0.26, -2.05)  -0.949
H (-6.22, -5.43, -4.76)  0.319
C (-2.56, 1.36, 7.53)  -1.091
H (1.61, 2.48, 6.28)  0.407
H (-7.87, -0.24, -2.58)  0.215
H (-0.01, -1.50, 5.55)  0.265
H (-3.66, 4.90, 1.62)  0.330
N (3.45, -8.02, 0.91)  0.239
O (3.56, 2.35, -5.87)  -0.850
H (-2.25, 4.62, -0.37)  0.362
H (6.31, 5.61, -7.13)  0.352
H (-6.61, 8.27, -0.73)  0.379
H (-3.33, 6.81, -2.27)  0.399
H (5.32, 3.18, -2.95)  0.372
C (-1.84, 9.76, -1.73)  -1.046
H (-3.36, 1.19, 8.25)  0.374
H (2.10, -1.46, 9.16)  0.311
H (6.46, 0.23, -6.54)  0.337
H (-6.88, -5.29, -1.15)  0.376
H (7.00, -8.29, 2.91)  0.297
H (-6.11, 10.04, 0.56)  0.389
H (3.81, 3.87, -3.04)  0.343
H (1.11, 2.27, 9.91)  0.342
N (-6.52, -1.69, -1.86)  0.146
C (-7.15, -1.93, -5.93)  -0.921
H (-0.90, 9.77, -1.19)  0.328
H (1.19, -0.27, 5.44)  0.246

As for the net charge: +2. The value obtained for the LUMO energy is -9.98 eV. Its highest occupied orbital energy is -11.1 eV. The orbital gap comes out at 1.1 eV. The calculation puts the energy above the lowest of the compared OMol25 structures with the same formula, charge and spin at 378.66 kcal per mole.


3.
# H24O12

A 12-piece molecular cluster, H24O12 overall (ωB97M-V/def2-TZVPD, OMol25).

Last column: Mulliken charge in e.
CARTESIAN COORDINATES (ANGSTROEM)
O (-6.19, 12.51, -23.50)  -0.589
O (-7.70, 7.67, -24.78)  -0.576
H (-2.75, 11.77, -25.07)  0.241
H (-6.94, 13.11, -23.49)  0.225
O (-6.75, 13.09, -26.16)  -0.630
H (-5.88, 12.48, -22.58)  0.258
H (-6.88, 7.91, -24.34)  0.272
H (-3.88, 11.85, -28.08)  0.292
H (-5.42, 10.61, -24.53)  0.224
H (-7.55, 13.54, -25.85)  0.266
H (-6.36, 12.68, -25.37)  0.471
O (-3.60, 7.29, -22.38)  -0.710
O (-3.14, 10.55, -22.57)  -0.463
H (-4.30, 9.60, -24.64)  0.261
H (-1.36, 9.70, -24.36)  0.403
H (-3.90, 12.58, -24.45)  0.236
H (-3.25, 10.05, -21.75)  0.231
H (-5.03, 11.73, -27.09)  0.349
H (-4.05, 7.02, -21.57)  0.327
O (-3.70, 11.97, -25.17)  -0.471
H (-4.88, 6.32, -25.11)  0.311
H (-0.29, 10.75, -24.78)  0.288
O (-5.25, 9.68, -24.70)  -0.522
H (-4.23, 7.88, -22.82)  0.266
H (-7.95, 6.82, -24.41)  0.300
O (-1.22, 10.52, -24.90)  -0.623
H (-4.54, 7.63, -26.84)  0.288
O (-5.46, 7.88, -26.98)  -0.629
H (-4.61, 5.18, -24.13)  0.305
O (-4.24, 5.64, -24.89)  -0.579
H (-0.88, 7.31, -23.69)  0.316
H (-2.26, 7.96, -23.52)  0.384
H (-2.57, 11.29, -22.33)  0.279
H (-5.70, 8.41, -26.20)  0.305
O (-1.45, 7.98, -24.06)  -0.660
O (-4.84, 11.79, -28.03)  -0.647

The SMILES is O.O.O.O.O.O.O.O.O.O.O.O. As for the net charge: 0. The value obtained for the LUMO energy is -0.50 eV. Its highest occupied orbital energy is -9.8 eV. The orbital gap comes out at 9.3 eV. The calculation puts the energy above the lowest of the compared OMol25 structures with the same formula, charge and spin at 48.48 kcal per mole.


| no. | electronic energy (a.u.) | F_max (eV/A) |
| --- | --- | --- |
| 1 | -3305.27529 | 6.32 |
| 2 | -4214.66441 | 5.69 |
| 3 | -917.24810 | 0.94 |